# 1
{
  "formula": "C31H31CoN11O3",
  "method": "ωB97M-V/def2-TZVPD",
  "symbols": ["Co", "C", "O", "C", "C", "C", "C", "C", "C", "N", "N", "C", "C", "O", "C", "C", "C", "C", "C", "C", "C", "C", "H", "H", "H", "H", "H", "H", "H", "H", "H", "H", "H", "H", "H", "N", "C", "N", "N", "N", "N", "C", "N", "N", "N", "N", "H", "C", "C", "C", "C", "C", "C", "C", "C", "C", "C", "C", "C", "O", "H", "H", "H", "H", "H", "H", "H", "H", "H", "H", "H", "H", "H", "H", "H", "H", "H"],
  "xyz": [[0.2661, -0.8622, 0.1828], [2.0796, 3.1319, -0.6403], [0.9395, 2.3516, -0.3630], [-0.1864, 2.6239, -1.0758], [-0.2385, 3.6015, -2.0635], [-1.4205, 3.8292, -2.7548], [-2.5493, 3.0814, -2.4649], [-2.4941, 2.1126, -1.4759], [-1.3286, 1.8798, -0.7614], [-1.2382, 0.8579, 0.2431], [-2.3448, 0.6839, 0.8075], [-2.5348, -0.2752, 1.7681], [-1.5087, -1.0084, 2.3946], [-0.2700, -0.9195, 2.0922], [-1.8694, -1.8964, 3.4743], [-3.1499, -2.0449, 3.8672], [-4.2157, -1.3103, 3.2538], [-5.5463, -1.4656, 3.6852], [-6.5628, -0.7505, 3.1067], [-6.2604, 0.1451, 2.0680], [-4.9709, 0.3075, 1.6279], [-3.9072, -0.4168, 2.2094], [2.3960, 3.0294, -1.6825], [2.8704, 2.7572, 0.0035], [1.8998, 4.1884, -0.4187], [0.6376, 4.1909, -2.2957], [-1.4458, 4.5870, -3.5289], [-3.4668, 3.2290, -3.0201], [-3.3494, 1.4868, -1.2707], [-1.0580, -2.4555, 3.9237], [-3.3996, -2.7387, 4.6639], [-5.7516, -2.1665, 4.4876], [-7.5849, -0.8767, 3.4410], [-7.0567, 0.7131, 1.6011], [-4.7529, 0.9950, 0.8239], [-0.9878, -3.9455, -0.3897], [-1.5034, -2.9120, -1.1434], [-2.5502, -3.0372, -1.9373], [-2.7006, -1.8056, -2.4835], [-1.8051, -1.0000, -2.0449], [-1.0045, -1.6736, -1.1706], [0.2968, -3.9369, 0.1261], [0.9574, -5.0298, 0.4740], [2.1612, -4.5701, 0.8776], [2.2089, -3.2852, 0.7744], [1.0193, -2.8376, 0.3039], [-1.4016, -4.8478, -0.5387], [2.9408, -0.9942, 3.0020], [3.4139, 0.3336, 2.4042], [2.3172, 1.4000, 2.4575], [4.0551, 0.1447, 1.0461], [5.4236, 0.2596, 0.9417], [6.0908, 0.0998, -0.2738], [5.3899, -0.1736, -1.4505], [4.0232, -0.2966, -1.4450], [3.2777, -0.6365, -2.7126], [2.2754, 0.4445, -3.1352], [2.6127, -2.0176, -2.6473], [3.3194, -0.1457, -0.1795], [2.0686, -0.2370, -0.2070], [2.5731, -0.8137, 4.0154], [3.7534, -1.7208, 3.0435], [2.1358, -1.4404, 2.4308], [4.2316, 0.6953, 3.0367], [1.4454, 1.1470, 1.8617], [2.6885, 2.3742, 2.1282], [1.9838, 1.5033, 3.4920], [5.9962, 0.4801, 1.8351], [7.1699, 0.1921, -0.3040], [5.9294, -0.3034, -2.3814], [4.0506, -0.6811, -3.4868], [1.4797, 0.5684, -2.4016], [1.8091, 0.1550, -4.0788], [2.7706, 1.4081, -3.2848], [1.7218, -2.0088, -2.0229], [3.2881, -2.7741, -2.2437], [2.3144, -2.3184, -3.6539]],
  "spin_multiplicity": 5,
  "charge": -1,
  "gap_ev": [7.210, 4.734],
  "e_tot_ha": -3410.7583,
  "homo_ev": [-4.961, -4.954]
}

***

# 2
{
  "formula": "C31H31FN4O2Ti",
  "method": "ωB97M-V/def2-TZVPD",
  "symbols": ["Ti", "O", "C", "C", "C", "C", "C", "C", "C", "O", "N", "N", "C", "C", "C", "C", "C", "C", "N", "H", "H", "H", "H", "H", "H", "H", "H", "H", "H", "C", "C", "C", "C", "C", "C", "C", "C", "C", "C", "C", "C", "N", "C", "C", "C", "C", "C", "C", "F", "H", "H", "H", "H", "H", "H", "H", "H", "H", "H", "H", "H", "H", "H", "H", "H", "H", "H", "H", "H", "H"],
  "xyz": [[0.7978, -0.4493, 0.5420], [5.6211, 1.4696, -1.2500], [5.4330, 0.3939, -2.0034], [6.3970, 0.0654, -2.9603], [6.1821, -0.9110, -3.8966], [5.0486, -1.7125, -3.8699], [4.1666, -1.5675, -2.8485], [4.2898, -0.4927, -1.8492], [3.3575, -0.3242, -0.7765], [2.2944, -1.1032, -0.5706], [3.5640, 0.7074, 0.0759], [2.5939, 0.5858, 0.9911], [2.5988, 1.1480, 2.1537], [1.5963, 0.7805, 3.1715], [1.7117, 1.0913, 4.5200], [0.6930, 0.6735, 5.3766], [-0.2800, -0.2292, 4.9456], [-0.3197, -0.5071, 3.5567], [0.6208, -0.0060, 2.6957], [4.9694, 1.4311, -0.5099], [7.3948, 0.4744, -2.8510], [7.0238, -1.1122, -4.5458], [4.9045, -2.5303, -4.5518], [3.2844, -2.2331, -2.6537], [3.4978, 1.6853, 2.5092], [2.5043, 1.7692, 4.8914], [0.7055, 1.0866, 6.4338], [-1.0025, -0.6422, 5.5924], [-1.0708, -1.1823, 3.0844], [-2.5903, 1.3931, 2.9370], [-3.1037, 0.5384, 1.7273], [-4.6027, 0.1700, 1.9418], [-2.8328, 1.2912, 0.4169], [-3.4220, 2.5222, 0.1897], [-3.0844, 3.2588, -0.9508], [-2.1079, 2.7672, -1.7702], [-1.5495, 1.5031, -1.6757], [-0.5334, 1.0463, -2.7594], [0.8630, 1.3484, -2.1954], [-0.7816, -0.3176, -3.3746], [-1.8470, 0.8080, -0.5038], [-1.1452, -0.3774, -0.1699], [-1.8416, -1.5766, -0.2871], [-3.1269, -1.7306, -0.7132], [-3.7544, -2.9487, -0.7120], [-3.0781, -4.0987, -0.3209], [-1.7769, -3.9610, 0.2061], [-1.2656, -2.7013, 0.3014], [0.0456, -2.4346, 0.8192], [-2.5927, 0.8145, 3.8498], [-3.2286, 2.2830, 3.0842], [-1.5404, 1.8249, 2.7807], [-2.5286, -0.3561, 1.6551], [-5.3946, 0.9879, 1.8190], [-4.7534, -0.3578, 2.9056], [-4.8647, -0.5436, 1.1229], [-4.2910, 2.8521, 0.7836], [-3.5371, 4.2239, -1.1394], [-1.7846, 3.2437, -2.6861], [-0.6828, 1.7649, -3.6259], [1.2958, 0.5425, -1.6187], [0.8538, 2.3460, -1.7716], [1.5876, 1.3003, -3.0799], [-0.4785, -1.1125, -2.6553], [-0.0487, -0.3392, -4.2347], [-1.7668, -0.4237, -3.8211], [-3.6678, -0.9486, -1.1452], [-4.8079, -3.0199, -1.0551], [-3.5386, -5.0917, -0.2541], [-1.2729, -4.8499, 0.5767]],
  "spin_multiplicity": 2,
  "charge": 1,
  "gap_ev": [6.269, 6.289],
  "e_tot_ha": -2518.5470,
  "homo_ev": [-10.690, -10.705]
}

***

# 3
{
  "formula": "C31H31N5O2P2STc",
  "method": "ωB97M-V/def2-TZVPD",
  "symbols": ["Tc", "C", "P", "C", "C", "C", "C", "C", "C", "C", "C", "C", "C", "C", "C", "C", "C", "C", "C", "C", "P", "C", "C", "C", "C", "C", "C", "C", "C", "C", "C", "C", "C", "N", "H", "H", "H", "H", "H", "H", "H", "H", "H", "H", "H", "H", "H", "H", "H", "H", "H", "H", "H", "H", "H", "H", "H", "H", "H", "H", "N", "N", "C", "N", "S", "H", "H", "H", "H", "H", "O", "N", "O"],
  "xyz": [[0.2749, 0.6483, 1.1891], [2.8196, 2.8199, 0.4226], [0.7960, 1.6988, -0.9390], [-1.4306, 3.5757, -0.9561], [-2.4533, 4.0684, -0.1298], [-3.5011, 4.7723, -0.6796], [-3.5609, 4.9742, -2.0527], [-2.5536, 4.4783, -2.8744], [-1.4793, 3.8036, -2.3383], [0.7548, 1.4429, -2.7235], [-0.2408, 0.6082, -3.2243], [-0.2618, 0.2945, -4.5690], [0.7237, 0.7956, -5.4090], [1.7268, 1.6100, -4.9055], [1.7468, 1.9400, -3.5621], [3.2079, 1.5649, 1.1228], [4.4837, 1.0930, 1.4229], [4.3276, -0.2203, 1.9084], [2.9805, -0.4935, 1.8940], [2.2181, -1.6999, 2.3094], [0.7015, -1.6931, 1.2447], [1.1869, -2.6728, -0.2022], [1.2119, -4.0635, -0.1147], [1.6604, -4.8101, -1.1883], [2.0780, -4.1779, -2.3506], [2.0324, -2.7952, -2.4475], [1.5917, -2.0404, -1.3742], [-0.5597, -2.7019, 2.0659], [-0.4638, -3.1278, 3.3855], [-1.5130, -3.8220, 3.9652], [-2.6645, -4.0824, 3.2421], [-2.7677, -3.6570, 1.9260], [-1.7217, -2.9687, 1.3407], [2.2892, 0.6137, 1.4138], [2.1898, 3.4709, 1.0408], [3.7166, 3.3676, 0.1250], [-2.3904, 3.9212, 0.9387], [-4.2760, 5.1721, -0.0444], [-4.3790, 5.5309, -2.4758], [-2.6114, 4.6331, -3.9384], [-0.6748, 3.4573, -2.9685], [-1.0015, 0.2211, -2.5561], [-1.0439, -0.3379, -4.9601], [0.6995, 0.5633, -6.4610], [2.4949, 1.9961, -5.5573], [2.5146, 2.5854, -3.1686], [5.4049, 1.6328, 1.3346], [5.1112, -0.8838, 2.2145], [1.8891, -1.5855, 3.3504], [2.8064, -2.6152, 2.2000], [0.8881, -4.5527, 0.7928], [1.6861, -5.8860, -1.1176], [2.4401, -4.7643, -3.1809], [2.3406, -2.3036, -3.3584], [1.5700, -0.9566, -1.4322], [0.4282, -2.9434, 3.9620], [-1.4235, -4.1694, 4.9820], [-3.4721, -4.6343, 3.6937], [-3.6592, -3.8735, 1.3592], [-1.7813, -2.6612, 0.3039], [-2.1127, 0.4045, 1.0567], [-2.6910, 0.0287, 2.2839], [-2.0394, 0.1697, 3.4604], [-2.7254, -0.0046, 4.5868], [-0.3907, 0.5094, 3.5410], [-2.4981, 1.3044, 0.7437], [-2.3303, -0.3071, 0.3553], [-3.6916, -0.1518, 2.2964], [-3.7178, -0.1817, 4.6148], [-2.2465, 0.0875, 5.4692], [2.1454, 2.5164, -0.8187], [-0.3874, 2.8763, -0.4069], [-0.4225, 2.5877, 0.9267]],
  "spin_multiplicity": 2,
  "charge": 2,
  "gap_ev": [4.698, 4.885],
  "e_tot_ha": -2785.3193,
  "homo_ev": [-12.927, -12.904]
}